No. 1
Formula: C6H8
Source: the OMol25 dataset
Level of theory: the ωB97M-V functional and the def2-TZVPD basis

The highest occupied orbital energy is -10.08 eV. The frontier orbital gap comes out at 11.07 eV.

CARTESIAN COORDINATES (ANGSTROEM)
1 C 2.267 -0.887 -0.268
2 C 1.511 -1.831 -0.471
3 C 0.850 -0.287 0.571
4 C -0.128 0.533 -0.227
5 C -1.440 0.920 0.414
6 C -1.406 -0.092 -0.702
7 H 3.148 -0.310 -0.361
8 H 0.356 -0.959 1.279
9 H 1.485 0.376 1.183
10 H 0.332 1.271 -0.885
11 H -1.839 1.911 0.207
12 H -1.633 0.558 1.424
13 H -1.558 -1.140 -0.450
14 H -1.791 0.201 -1.676


No. 2
Formula: C6H8
Source: the OMol25 dataset
Level of theory: the ωB97M-V functional and the def2-TZVPD basis

The highest occupied orbital energy (alpha / beta) is -7.55 / -7.55 eV. The frontier orbital gap (alpha / beta) comes out at 7.80 / 7.80 eV.

CARTESIAN COORDINATES (ANGSTROEM)
1 C 1.646 -0.330 0.773
2 C 0.351 0.882 -0.648
3 C -0.244 0.028 -1.532
4 C -1.799 -0.455 -0.128
5 C -1.224 -0.414 0.986
6 C 0.482 0.419 0.743
7 H 1.904 -0.980 -0.056
8 H 2.321 -0.339 1.627
9 H 0.569 1.920 -0.884
10 H -0.092 -1.044 -1.425
11 H -0.477 0.350 -2.546
12 H -2.629 -0.627 -0.787
13 H -1.387 -0.634 2.028
14 H 0.401 1.187 1.512


No. 3
Formula: C6H8
Source: the OMol25 dataset
Level of theory: the ωB97M-V functional and the def2-TZVPD basis

The highest occupied orbital energy is -7.98 eV. The frontier orbital gap comes out at 9.07 eV. The SMILES is C=C1[C@H]2C[C@@]12C.

CARTESIAN COORDINATES (ANGSTROEM)
1 C -0.163 1.801 0.494
2 C -0.111 0.368 0.126
3 C -0.499 -0.651 -0.954
4 C -1.543 -0.653 0.055
5 C 1.900 -1.357 -0.037
6 C 0.766 -0.687 -0.155
7 H -0.595 -0.518 -2.018
8 H 0.734 2.306 0.131
9 H -0.201 1.933 1.578
10 H -1.039 2.282 0.059
11 H -2.513 -0.230 -0.184
12 H -1.504 -1.327 0.901
13 H 2.710 -0.983 0.570
14 H 2.058 -2.284 -0.566


The records above give, respectively, ΔE to the lowest compared entry with this formula, charge and spin values of 99.0 123.0 64.9 kcal/mol.